# 1
89
Properties=species:S:1:pos:R:3:forces:R:3:lowdin_charge:R:1 method="wB97M-V/def2-TZVPD" gap_ha=0.2858 mol_weight_g_mol=736.067 e_lumo_ev=-0.4 de_lowest_kcal_mol=51.58 e_homo_ev=-8.22 e_tot_ha=-3492.86624
Ti -0.26709 1.86982 2.02354 -1.53 1.46 -0.23 1.15
O 0.44631 1.44647 7.66551 -0.25 -0.35 -0.74 0.05
C -0.21703 0.35041 7.22839 -0.30 -1.25 0.26 -0.22
C -0.41404 -0.70329 8.18320 0.24 1.63 -0.02 -0.02
C -0.92451 -1.89278 7.75016 0.04 -1.43 0.65 -0.11
C -1.30971 -2.09809 6.43821 -0.92 -0.96 -0.65 -0.10
C -1.29673 -1.04796 5.56490 0.42 0.07 -1.28 -0.05
C -0.68186 0.15605 5.87569 0.67 0.67 1.81 -0.08
C -0.41358 1.13891 4.80748 -2.42 -2.02 -0.86 -0.42
O -1.09486 0.95023 3.66243 1.86 1.11 0.85 -0.17
N 0.43528 2.05870 5.02909 0.78 1.69 -1.16 0.08
N 0.56514 2.82837 3.83470 0.88 0.64 0.82 -0.03
C 1.27648 3.91057 3.99011 -1.22 0.06 -1.18 0.01
C 1.50468 4.86498 2.86718 -1.07 -2.35 -0.03 -0.14
C 2.36198 5.91417 3.02219 0.21 1.18 0.15 -0.08
C 2.74639 6.76192 2.00034 -1.09 -1.12 -0.86 -0.08
C 2.20053 6.57274 0.70041 0.14 -1.77 0.52 -0.05
C 1.28938 5.50575 0.51213 0.84 1.29 0.52 0.00
C 0.93258 4.62922 1.58121 0.64 1.35 -0.62 -0.33
O 0.10164 3.67324 1.31694 -0.99 -1.85 0.62 -0.17
H 0.69606 1.91336 6.84035 0.01 0.40 0.16 0.07
H -0.16531 -0.55687 9.26131 -0.01 0.03 -1.19 0.13
H -0.97929 -2.74443 8.44553 -0.03 0.52 -0.24 0.11
H -1.66503 -3.07222 6.04542 0.18 0.67 0.68 0.11
H -1.63355 -1.16208 4.52886 0.05 -0.04 0.44 0.12
H 1.60966 4.11890 5.01688 0.18 0.10 -0.51 0.14
H 2.65508 6.11778 4.03296 0.64 0.10 0.34 0.11
H 3.48832 7.44729 2.26728 0.87 1.31 -0.16 0.08
H 2.58492 7.02249 -0.23119 -0.31 0.35 0.90 0.11
H 0.89701 5.41886 -0.50305 -0.14 -0.54 0.49 0.11
C 1.84592 -0.07318 2.92067 -1.39 1.57 0.18 -0.07
O 1.09053 0.77656 1.98967 1.76 -1.92 0.74 -0.39
H 2.39966 -0.81558 2.40056 0.43 -0.57 -0.80 0.06
H 1.09616 -0.58650 3.55727 0.65 0.39 -0.04 0.09
H 2.55747 0.57525 3.47232 -0.60 -0.47 -0.05 0.10
C 3.14543 -3.12017 -3.23584 1.50 2.09 -0.71 -0.04
C 2.58665 -2.21820 -4.40629 -2.08 -1.24 2.68 -0.51
C 2.02678 -3.22208 -5.40248 -1.07 0.08 -1.14 -0.05
C 3.64747 -1.36659 -5.01856 0.82 0.57 0.04 -0.05
C 1.42236 -1.34997 -3.68939 0.37 0.68 -1.02 -0.41
O 0.64544 -0.76265 -4.74668 0.03 -0.37 0.31 0.00
C 0.49327 -2.18143 -2.79141 0.80 -0.75 -0.43 -0.11
C -0.87693 -1.63421 -2.36825 -2.06 -2.85 -0.93 -0.11
C -2.05717 -2.44249 -3.12255 0.35 -0.43 -0.05 -0.16
C -2.45283 -3.74511 -2.78723 -1.00 0.74 -1.54 -0.02
C -3.42902 -4.45558 -3.55389 0.92 1.39 0.01 -0.09
C -3.95925 -3.85511 -4.66836 0.75 1.16 1.04 -0.69
Cl -5.15582 -4.66693 -5.60359 -0.11 -0.05 -0.20 0.68
C -3.58904 -2.51789 -4.98145 -3.21 -2.10 -2.99 -0.11
C -2.67668 -1.85043 -4.27683 2.55 0.74 2.48 -0.05
C 2.05700 -0.17035 -2.91525 -0.74 0.15 0.47 -0.05
N 1.08333 0.60921 -2.14248 -0.43 -0.99 -0.16 -0.10
C 0.96205 0.58623 -0.81960 1.23 0.62 0.84 -0.14
N 0.07231 1.47069 -0.44447 -0.71 0.74 0.27 0.06
C -0.38972 1.99048 -1.63261 0.40 -1.21 1.26 -0.16
N 0.13345 1.44211 -2.68231 1.70 -0.39 -0.43 0.13
H 4.00980 -3.64282 -3.64748 0.22 0.02 0.30 0.09
H 2.49205 -3.84980 -2.83603 -0.93 -0.60 0.11 0.06
H 3.45421 -2.43678 -2.41158 0.15 -0.73 -0.37 0.09
H 2.86603 -3.87615 -5.66262 -0.32 -0.18 -0.07 0.09
H 1.64716 -2.76737 -6.34668 0.43 -0.04 0.62 0.10
H 1.15258 -3.82725 -5.04436 1.00 0.42 0.00 0.09
H 4.43094 -1.96610 -5.50205 -0.40 0.07 -0.14 0.10
H 4.18030 -0.75410 -4.29594 0.10 -0.10 0.43 0.08
H 3.22954 -0.62891 -5.69332 -0.15 -0.16 -0.54 0.10
H -0.17695 -0.46411 -4.33404 0.18 0.23 -0.31 0.05
H 1.04953 -2.48891 -1.88202 -0.29 0.17 -0.50 0.12
H 0.30009 -3.09054 -3.39020 0.11 0.23 0.55 0.11
H -1.19351 -0.65561 -2.62921 0.53 1.33 0.34 0.07
H -0.94345 -1.85458 -1.29925 -0.44 0.58 -0.11 0.11
H -2.05429 -4.24527 -1.95636 0.63 -0.50 1.14 0.09
H -3.78152 -5.42464 -3.31421 0.03 -0.84 0.51 0.09
H -4.21031 -2.23571 -5.89033 1.41 0.71 1.15 0.12
H -2.26078 -0.86497 -4.48643 -0.75 0.00 -0.52 0.11
H 2.45589 0.57296 -3.56977 0.58 0.07 -0.79 0.12
H 2.81663 -0.46452 -2.18367 -0.11 -0.08 -0.24 0.13
H 1.67446 0.14227 -0.08559 -0.87 0.02 -1.04 0.15
H -1.08835 2.75958 -1.73805 -1.08 0.86 0.21 0.11
F -5.22097 -0.75258 -0.66944 -0.65 -1.12 -0.47 0.08
C -4.20180 -0.16986 -0.06401 0.41 2.42 0.52 -0.30
C -4.18571 1.23764 -0.13593 0.86 -1.38 1.06 0.00
C -3.19333 1.90308 0.60189 0.16 -0.93 -0.48 -0.09
C -2.19297 1.17328 1.29722 0.71 1.22 -0.34 -0.21
C -2.23532 -0.21003 1.28670 0.39 0.80 0.36 -0.15
C -3.26501 -0.85065 0.67033 -0.80 -1.50 -0.56 -0.04
H -4.99141 1.67519 -0.69025 -0.10 0.58 -0.15 0.11
H -3.17990 2.97916 0.53394 0.16 0.24 0.23 0.09
H -1.46376 -0.81742 1.76019 -0.17 0.20 0.11 0.10
H -3.32751 -1.91303 0.79941 -0.22 -0.53 -0.32 0.11

---

# 2
93
Properties=species:S:1:pos:R:3:forces:R:3:mulliken_spin:R:1 method="wB97M-V/def2-TZVPD" gap_ha="0.2723 / 0.2732" spin_multiplicity=2 mol_weight_g_mol=899.489 e_lumo_ev="-0.3 / -0.3" de_lowest_kcal_mol=0.00 e_homo_ev="-7.72 / -7.74" e_tot_ha=-6937.23747
Co -0.25857 0.13321 0.25177 -0.03 0.06 0.00 1.07
C -2.17381 -0.98702 -3.51429 0.00 0.00 -0.03 0.00
C -1.87434 -0.29473 -2.21246 0.01 0.00 -0.01 0.02
N -0.88799 -0.68098 -1.45247 0.00 -0.04 0.02 -0.04
N -0.23428 -1.82600 -1.91108 -0.01 0.01 -0.02 0.03
C 0.77243 -2.21898 -1.24877 0.02 0.05 -0.06 -0.01
S 1.44335 -1.35533 0.17296 -0.03 0.00 0.06 -0.03
S 1.55926 -3.74080 -1.60141 -0.02 0.03 0.02 0.00
C 0.64152 -4.26472 -3.06230 -0.01 -0.05 -0.02 0.00
C 0.99186 -3.56282 -4.35430 -0.05 0.02 0.03 0.00
C 2.25037 -3.02940 -4.60084 0.04 -0.04 -0.01 0.00
C 2.52769 -2.41603 -5.81540 0.01 0.01 0.01 0.00
C 1.55178 -2.32902 -6.79694 -0.01 -0.01 0.00 0.00
C 0.29448 -2.86813 -6.56009 0.00 0.01 -0.01 0.00
C 0.01956 -3.48152 -5.34748 -0.01 0.06 0.02 0.00
C -2.74695 0.80140 -1.80764 0.01 0.03 -0.01 0.01
C -3.88964 1.06751 -2.59944 -0.01 -0.03 0.00 0.00
C -4.78349 2.06633 -2.31013 -0.01 0.00 0.01 0.00
C -4.56224 2.86571 -1.17583 -0.01 0.00 0.00 0.00
C -3.46028 2.66065 -0.39521 0.00 -0.01 0.01 0.00
C -2.49654 1.64849 -0.68366 0.00 0.02 -0.03 -0.03
O -1.47028 1.59432 0.08773 0.05 0.01 -0.01 -0.02
H -1.38032 -1.66822 -3.79036 0.03 0.01 0.00 0.00
H -2.29100 -0.24464 -4.30322 0.00 0.00 0.01 0.00
H -3.11221 -1.54153 -3.43021 0.00 0.00 0.01 0.00
H -0.42010 -4.14440 -2.84787 0.00 -0.03 -0.01 0.00
H 0.84762 -5.33517 -3.13730 0.03 0.01 0.00 0.00
H 3.01989 -3.08570 -3.83940 0.00 0.02 0.01 0.00
H 3.51311 -2.00148 -5.98852 0.00 0.00 0.00 0.00
H 1.76879 -1.84653 -7.74120 0.00 0.00 0.00 0.00
H -0.47519 -2.80808 -7.31896 0.00 0.00 0.00 0.00
H -0.96734 -3.89205 -5.16380 0.00 0.00 0.00 0.00
H -4.07913 0.44840 -3.46485 -0.01 0.01 0.01 0.00
H -5.63805 2.24403 -2.95049 0.00 0.00 0.00 0.00
H -5.26200 3.65268 -0.92098 0.00 0.00 0.00 0.00
H -3.26268 3.27276 0.47581 0.00 0.00 0.00 0.00
C -8.55309 -0.10974 -2.10514 0.00 0.00 0.00 0.00
C -7.29447 -0.71205 -2.70786 0.00 0.00 0.00 0.00
S -6.45499 -1.84335 -1.62787 0.01 0.02 -0.02 0.00
O -7.39527 -2.83871 -1.17588 0.00 0.00 0.01 0.00
O -5.24588 -2.27562 -2.29558 0.00 -0.02 0.00 0.00
C -5.96162 -0.87547 -0.22009 -0.01 -0.01 -0.01 0.00
C -5.35787 -1.81857 0.83074 0.01 0.02 -0.01 0.00
N -4.11481 -1.27697 1.36042 0.03 -0.02 -0.04 0.00
C -2.88164 -1.64368 0.93808 -0.02 -0.02 0.03 0.01
N -1.93957 -0.86134 1.44445 0.02 -0.04 0.01 0.02
C -2.57399 0.04491 2.23625 0.02 -0.01 0.02 0.00
C -3.91341 -0.18501 2.18559 -0.01 0.00 0.01 0.00
N -4.95174 0.55961 2.81017 0.01 0.05 -0.04 0.00
O -6.11044 0.25397 2.55651 -0.01 -0.01 0.03 0.00
O -4.61893 1.46661 3.54385 0.00 -0.02 0.01 0.00
C -2.63901 -2.81417 0.05442 0.00 -0.01 0.01 0.00
H -9.09731 0.43909 -2.87289 0.00 0.00 0.00 0.00
H -8.31839 0.59008 -1.30344 0.00 0.00 0.00 0.00
H -9.20461 -0.88926 -1.71297 0.00 0.00 0.00 0.00
H -6.55709 0.03645 -2.99622 0.01 0.00 0.01 0.00
H -7.51389 -1.33609 -3.57714 0.01 0.00 0.00 0.00
H -6.82328 -0.34232 0.17422 -0.01 -0.02 -0.02 0.00
H -5.22205 -0.15783 -0.58109 0.01 0.03 0.01 0.00
H -5.10783 -2.78096 0.38904 -0.02 0.00 0.00 0.00
H -6.06062 -1.99107 1.63727 0.01 0.01 0.02 0.00
H -2.05641 0.81447 2.77935 0.00 0.00 0.00 0.00
H -3.06415 -3.71989 0.49083 0.00 0.00 0.00 0.00
H -1.56713 -2.95338 -0.04898 -0.02 0.00 0.01 0.00
H -3.08312 -2.67651 -0.93369 0.00 0.01 0.00 0.00
F 1.74256 1.53553 1.61528 -0.02 -0.01 -0.06 0.00
C 0.44362 1.02123 1.81028 0.05 0.03 -0.01 -0.04
F 0.56914 0.19771 2.92312 0.00 -0.01 0.01 -0.01
H -0.14425 1.88747 2.13550 -0.01 -0.01 0.00 0.00
Ge 2.92317 0.00277 -0.98380 0.03 -0.06 -0.04 0.02
C 1.80683 1.02427 -2.18266 0.01 0.00 -0.04 0.02
C 1.22795 2.22393 -1.76977 -0.02 -0.02 0.01 -0.01
C 0.32400 2.88241 -2.59255 -0.02 0.00 0.04 0.00
C -0.00225 2.35201 -3.83189 0.00 -0.04 -0.01 0.00
C 0.57559 1.16082 -4.25461 -0.03 0.02 -0.01 0.01
C 1.47097 0.49718 -3.43124 0.01 -0.02 0.05 0.00
C 4.18624 -1.12894 -1.93125 0.01 -0.04 0.03 0.00
C 4.67587 -2.29580 -1.34666 0.00 -0.01 -0.01 0.00
C 5.61816 -3.07362 -2.00220 0.00 0.00 0.00 0.00
C 6.09247 -2.68561 -3.24835 0.00 0.00 0.00 0.00
C 5.62989 -1.51502 -3.83122 -0.01 0.00 0.00 0.00
C 4.67992 -0.74206 -3.17667 -0.02 0.02 0.02 0.00
H 3.59496 0.77709 0.13840 -0.04 0.05 0.01 0.00
H 1.46106 2.63237 -0.79381 0.00 0.01 0.03 -0.01
H -0.13951 3.80017 -2.25476 0.00 0.00 0.00 0.00
H -0.71542 2.86278 -4.46700 0.00 0.01 0.00 0.00
H 0.32058 0.74081 -5.22014 0.00 -0.01 0.00 0.00
H 1.88526 -0.44911 -3.75791 0.02 -0.01 -0.02 0.00
H 4.31046 -2.61195 -0.37592 0.00 0.00 0.00 0.00
H 5.98313 -3.98250 -1.54141 0.00 0.00 0.00 0.00
H 6.82733 -3.29275 -3.76122 0.00 0.00 0.00 0.00
H 6.00828 -1.20262 -4.79649 0.00 0.00 0.00 0.00
H 4.32491 0.16934 -3.64374 -0.02 0.00 -0.01 0.00

---

# 3
93
Properties=species:S:1:pos:R:3:forces:R:3:lowdin_charge:R:1 method="wB97M-V/def2-TZVPD" gap_ha=0.1243 mol_weight_g_mol=953.871 e_lumo_ev=2.5 total_charge=-2 de_lowest_kcal_mol=49.00 e_homo_ev=-0.90 e_tot_ha=-3299.89388
Rb -0.62198 1.24355 -0.65070 -0.02 -0.33 0.02 0.86
C 7.58888 0.05332 0.19761 -0.15 0.09 0.01 -0.08
C 6.14633 -0.30275 0.44072 0.08 -0.03 -0.18 -0.31
C 5.68730 -0.75274 1.67955 0.19 0.06 -0.17 -0.07
C 4.36734 -1.05426 1.89253 -0.09 -0.11 0.05 -0.03
C 3.37637 -0.92705 0.87962 0.34 0.09 0.13 -0.27
N 2.08142 -1.09990 1.09994 -0.60 0.50 -0.54 0.11
C 1.57897 -2.01442 1.93736 0.05 -0.31 0.05 -0.25
C 2.09665 -3.33126 1.98246 0.07 0.05 -0.01 -0.03
C 1.54636 -4.32293 2.75415 -0.15 -0.10 0.21 -0.08
C 0.41656 -4.08597 3.53191 0.03 -0.06 0.11 -0.31
C -0.20060 -5.17440 4.36780 -0.07 0.11 -0.11 -0.08
C -0.11354 -2.80380 3.51061 0.04 -0.09 -0.03 -0.02
C 0.45161 -1.77799 2.76846 0.35 -0.59 -0.27 -0.14
N -0.03584 -0.47442 2.97717 -0.15 0.07 0.64 -0.10
C -0.35479 0.02320 4.19324 -0.14 0.42 0.36 -0.08
C -0.69916 1.34313 4.01635 -0.02 -0.28 0.24 -0.06
C -0.55721 1.55078 2.63856 0.03 0.05 0.17 -0.16
N -0.15691 0.44646 2.03643 0.00 0.28 -0.75 0.01
C 3.87693 -0.51617 -0.38848 0.18 0.10 0.55 -0.16
C 5.21206 -0.20701 -0.58177 0.14 -0.03 0.14 -0.02
N 3.05902 -0.60892 -1.53982 0.23 -0.52 -0.39 -0.11
C 3.28025 -1.51855 -2.50692 -0.15 -0.20 -0.35 -0.08
C 2.29524 -1.35136 -3.45285 0.17 -0.19 -0.06 -0.07
C 1.51783 -0.29598 -2.95809 0.11 -0.07 -0.10 -0.16
N 1.99876 0.13891 -1.80566 -0.48 0.54 0.32 0.06
H 8.22921 -0.36566 0.97381 0.06 -0.01 0.01 0.06
H 7.72956 1.13785 0.19464 0.10 0.01 0.00 0.07
H 7.92618 -0.32554 -0.76966 0.07 0.01 0.01 0.07
H 6.39958 -0.87187 2.48831 0.03 0.01 0.10 0.10
H 4.04724 -1.41443 2.86019 -0.06 0.02 0.09 0.11
H 2.96659 -3.54767 1.37719 0.06 0.04 -0.07 0.11
H 1.99629 -5.30929 2.76306 0.03 -0.08 -0.04 0.10
H 0.48891 -6.01312 4.46788 -0.02 -0.04 0.04 0.06
H -1.12018 -5.54555 3.91053 -0.07 -0.10 0.04 0.07
H -0.45127 -4.81289 5.36714 -0.01 -0.05 0.04 0.07
H -0.99190 -2.59062 4.10798 -0.07 0.07 0.05 0.11
H -0.29378 -0.57094 5.08389 0.09 -0.13 0.08 0.11
H -0.98939 2.04681 4.77412 -0.04 0.06 0.04 0.08
H -0.70082 2.45922 2.08576 -0.04 0.23 -0.30 0.09
H 5.53224 0.08559 -1.57597 -0.02 0.05 -0.06 0.12
H 4.10482 -2.20327 -2.43658 0.05 -0.08 0.03 0.12
H 2.15830 -1.91276 -4.35748 -0.01 -0.04 -0.11 0.08
H 0.65164 0.15905 -3.40616 -0.16 0.16 0.04 0.10
O 1.72566 2.45510 -0.02402 0.23 -0.34 0.43 -0.08
C 2.40043 3.52279 -0.47838 0.27 0.85 -0.18 -0.26
C 3.78818 3.50240 -0.63584 -0.04 -0.33 0.12 -0.03
C 4.47342 4.62056 -1.07392 0.07 0.05 -0.05 -0.12
C 3.78239 5.78112 -1.37781 0.14 0.10 -0.02 -0.13
C 2.40639 5.80867 -1.22274 0.18 -0.04 -0.03 -0.04
C 1.69913 4.70419 -0.77248 -0.42 -0.09 -0.04 -0.04
C 0.16511 4.83931 -0.61341 0.07 -0.06 0.08 -0.71
O -0.32090 5.93833 -0.90444 0.14 0.69 -0.06 -0.08
O -0.44877 3.83425 -0.20106 0.56 -0.11 0.56 -0.33
H 2.30082 1.68450 0.06727 0.14 0.00 -0.09 0.07
H 4.32565 2.59232 -0.39772 0.05 -0.10 0.03 0.10
H 5.55232 4.59071 -1.17246 0.03 -0.08 -0.02 0.09
H 4.31434 6.65756 -1.72694 0.02 0.05 -0.01 0.08
H 1.84741 6.70622 -1.45234 -0.17 -0.08 0.05 0.11
C -3.82489 3.84131 -5.05738 -0.14 -0.24 0.15 -0.10
C -4.85063 3.36008 -4.04537 -0.33 0.88 -0.27 -0.42
O -4.46995 2.14662 -3.47515 0.66 -0.62 0.67 -0.30
P -3.20274 2.13758 -2.38127 -1.74 0.58 -0.41 0.08
O -1.97308 1.66709 -3.04705 0.65 -0.28 -0.33 -0.47
Te -3.21781 4.17283 -1.15241 -0.53 -0.42 -0.31 0.67
O -3.75100 0.86064 -1.51922 0.63 -0.05 -0.04 -0.33
C -4.91373 1.05224 -0.75057 -0.76 0.22 0.42 -0.36
C -4.58696 1.05083 0.73450 0.13 -0.03 -0.36 -0.08
H -4.15342 4.76283 -5.53248 0.01 0.17 -0.06 0.06
H -3.66049 3.07456 -5.81099 0.03 -0.06 -0.18 0.07
H -2.88569 4.00540 -4.53288 0.11 0.17 -0.07 0.05
H -5.83161 3.19032 -4.50811 0.08 0.05 -0.01 0.10
H -4.95053 4.12275 -3.24709 -0.13 -0.25 -0.35 0.01
H -5.60911 0.23683 -0.99380 0.05 0.09 -0.02 0.11
H -5.38129 2.01209 -1.02528 0.01 -0.31 0.11 0.07
H -4.05058 0.13692 0.97572 0.03 -0.07 0.15 0.04
H -5.49853 1.10657 1.32686 -0.11 0.01 0.09 0.07
H -3.95182 1.90666 0.96422 -0.02 0.02 0.03 0.04
N -5.23967 -5.37613 -1.50619 0.23 1.02 0.74 0.06
C -5.09182 -4.87505 -0.22429 -2.02 -2.26 -0.36 -0.79
S -6.06041 -5.53823 0.97213 0.43 0.31 -0.47 0.62
C -4.11116 -3.86665 0.02094 1.92 1.96 0.27 -0.25
C -3.20751 -3.41503 -0.96646 -0.79 -0.67 0.39 0.01
C -2.30750 -2.41707 -0.66334 0.44 0.43 0.09 -0.11
N -2.22912 -1.81331 0.51816 -0.21 -0.32 0.03 0.11
C -3.06573 -2.24460 1.46264 0.39 0.34 0.11 -0.14
C -3.99662 -3.24049 1.27946 -0.44 -0.65 -0.60 -0.02
H -6.11302 -5.85720 -1.65583 0.13 -0.11 0.06 0.07
H -4.94119 -4.77821 -2.26322 0.01 -0.09 -0.02 0.08
H -3.19070 -3.85960 -1.95093 0.09 0.04 -0.08 0.10
H -1.58788 -2.07829 -1.39785 -0.06 0.00 -0.16 0.12
H -2.97461 -1.75640 2.42850 -0.02 0.01 -0.04 0.11
H -4.65185 -3.55027 2.08152 0.03 0.05 0.00 0.08